Record 1
Here is a cluster of 2 separate species, C22H41F3N5O4PS2 in total at a distorted geometry from the OMol25 dataset. Energies are from ωB97M-V/def2-TZVPD.

## Properties
SMILES string	C#C[C@@]1(C=C)[C@H](CCN)[C@@](CC=C)(C(F)(F)F)S(=O)(=O)O[C@@]1(S)NCC.CN(C)P(=O)(N(C)C)N(C)C
gap between HOMO and LUMO	7.09	eV
net charge	0
HOMO	-0.2830	hartree
spin multiplicity	1

Atoms and positions in Å:
C 0.8837 -5.7013 0.9008
C 0.8161 -4.5037 0.9345
C 0.5531 -3.0217 1.0130
C 1.0965 -2.5498 -0.3782
C 1.7814 -3.3768 -1.2464
C -0.9711 -2.6676 1.1765
C -1.1653 -1.1894 0.7249
C -1.7048 -1.0467 -0.7557
N -2.7601 -0.0423 -0.9009
C -1.5790 -2.9937 2.5938
C -3.0419 -2.4691 2.7681
C -3.9969 -3.1562 1.7699
C -4.0768 -2.8382 0.4362
C -1.6545 -4.5109 2.9064
F -2.6565 -4.8311 3.7406
F -0.5608 -5.0334 3.4708
F -1.8974 -5.2256 1.7962
S -0.5199 -2.0470 3.7944
O -0.2916 -2.7612 5.0136
O -1.2816 -0.8702 4.0902
O 0.8058 -1.4996 3.0766
C 1.4844 -2.4474 2.2053
S 2.8224 -1.4307 1.3875
N 2.1924 -3.4654 2.9126
C 3.2099 -2.9634 3.8640
C 4.6749 -3.3336 3.4334
H 1.0411 -6.7589 0.8839
H 0.9171 -1.5352 -0.7525
H 2.8168 -3.6910 -1.0832
H 1.2650 -3.6675 -2.1703
H -1.4895 -3.2962 0.4392
H -0.2339 -0.6004 0.7496
H -1.8637 -0.5966 1.3252
H -2.0232 -2.0228 -1.1611
H -0.8848 -0.7236 -1.4171
H -2.3222 0.8758 -0.8461
H -3.4159 -0.1187 -0.1310
H -3.3867 -2.5838 3.8040
H -3.1374 -1.3908 2.5802
H -4.6446 -3.9225 2.2252
H -4.4852 -1.8906 0.0659
H -3.6965 -3.5668 -0.2965
H 2.3911 -0.1561 1.5549
H 1.5726 -4.0573 3.4588
H 3.1203 -1.9021 4.1210
H 3.0513 -3.5101 4.8095
H 5.2830 -2.4318 3.6019
H 4.7088 -3.6766 2.3947
H 5.0666 -4.0916 4.1272
O -0.8378 3.3311 -1.0995
P -0.4287 4.3835 -2.1195
N 0.0070 3.3024 -3.3910
C 1.2321 2.5357 -3.4735
C -1.1137 2.6245 -4.0300
N 0.8552 5.0518 -1.1965
C 2.2528 5.1308 -1.5650
C 0.7696 4.8618 0.2522
N -0.2450 5.7646 -3.2550
C -1.5202 6.4785 -3.4355
C 0.4466 5.7236 -4.5308
H 1.4570 2.3280 -4.5244
H 1.1750 1.5813 -2.9331
H 2.0933 3.0868 -3.1045
H -1.6271 3.3000 -4.7281
H -1.8536 2.2791 -3.2987
H -0.7992 1.7509 -4.5998
H 2.7591 4.1633 -1.4644
H 2.7778 5.8341 -0.9129
H 2.4082 5.5206 -2.5697
H 1.1060 3.8619 0.5539
H -0.2496 5.0019 0.6033
H 1.3812 5.6005 0.7755
H -2.2246 5.9001 -4.0452
H -1.3673 7.4510 -3.9082
H -1.9902 6.6625 -2.4636
H -0.1219 5.2009 -5.3096
H 1.4287 5.2619 -4.4639
H 0.6144 6.7499 -4.8726


Record 2
Here is a cluster of 2 separate species, C3H11O in total from the OMol25 dataset. Energies are from ωB97M-V/def2-TZVPD.

## Properties
gap between HOMO and LUMO	11.03	eV
net charge	+1
HOMO	-0.5772	hartree
energy above the lowest of the compared OMol25 structures with the same formula, charge and spin	4.9	kcal/mol
spin multiplicity	1

Atoms and positions in Å:
O -1.4789 -0.4674 -1.6157
H -1.6774 0.4504 -1.8743
H -1.4527 -1.1131 -2.3480
H -0.7177 -0.6500 -0.9947
C -0.1695 1.2670 0.8619
C 0.5158 -0.0548 1.1989
C 1.0271 -0.7848 -0.0738
H 0.2763 1.7483 -0.0018
H 0.0052 2.0140 1.6365
H -1.2546 1.2151 0.8171
H -0.1388 -0.7448 1.7321
H 1.3737 0.1711 1.8221
H 2.0217 -1.1662 0.1441
H 0.5421 -1.7404 -0.3472
H 1.1275 -0.1444 -0.9569


Record 3
Here is a structure of composition C44H38FeN4O10P2 at a distorted geometry from the OMol25 dataset. Energies are from ωB97M-V/def2-TZVPD.

## Properties
⟨S²⟩	6.102
gap between HOMO and LUMO (spin up / spin down)	5.61 / 4.50	eV
net charge	-2
HOMO (spin up / spin down)	-0.0494 / -0.0280	hartree
spin multiplicity	5

Atoms and positions in Å:
Fe 0.2962 -0.3773 0.9248
C -3.1019 -0.4391 0.6698
P -2.0466 0.1134 -0.7734
C -1.5306 -1.2931 -1.8124
C -1.2545 -2.7199 -1.3637
C -0.0700 -3.3294 -2.0997
C 0.2799 -2.9043 -3.3285
C -0.3544 -1.7669 -3.8999
C -1.1588 -0.9563 -3.0931
C -3.4129 0.8071 -1.8432
C -3.7085 2.1562 -1.6552
C -4.7556 2.7627 -2.3390
C -5.5233 2.0257 -3.2294
C -5.2370 0.6792 -3.4281
C -4.1923 0.0751 -2.7414
C -2.5851 0.3217 1.8673
C -3.2378 0.9057 2.9451
C -2.2203 1.4631 3.7684
C -1.0172 1.1815 3.1365
C 0.4183 1.4495 3.5427
P 1.3373 1.4757 1.9250
C 0.8826 3.1973 1.4477
C 1.3252 4.3123 2.1624
C 0.9030 5.5896 1.8244
C 0.0229 5.7684 0.7613
C -0.4252 4.6675 0.0471
C -0.0012 3.3871 0.3893
C 3.1312 1.5804 2.2647
C 3.9806 2.4965 1.6462
C 5.3616 2.3393 1.7060
C 5.9168 1.2582 2.3730
C 5.0804 0.3275 2.9777
C 3.7060 0.4829 2.9139
N -1.2426 0.5090 1.9716
H -3.0100 -1.5167 0.8235
H -4.1474 -0.2072 0.4666
H -0.5888 -2.0770 0.5330
H 0.4921 -4.0962 -1.5819
H 1.1088 -3.3737 -3.8443
H -0.0911 -1.4419 -4.8975
H -1.4367 0.0261 -3.4632
H -3.1004 2.7354 -0.9669
H -4.9623 3.8151 -2.1845
H -6.3337 2.4976 -3.7725
H -5.8312 0.0947 -4.1215
H -3.9722 -0.9732 -2.9127
H -4.3051 0.9297 3.1206
H -2.3546 2.0090 4.6925
H 0.8197 0.6318 4.1529
H 0.5108 2.3813 4.1050
H 2.0125 4.1764 2.9915
H 1.2575 6.4450 2.3887
H -0.3069 6.7653 0.4915
H -1.0979 4.7970 -0.7927
H -0.3313 2.5263 -0.1819
H 3.5616 3.3275 1.0920
H 6.0033 3.0584 1.2105
H 6.9913 1.1205 2.3919
H 5.5006 -0.5452 3.4631
H 3.0577 -0.2847 3.3250
O 3.5629 -2.5312 -0.7170
C 2.6534 -1.6893 -0.6830
O 1.7684 -1.5993 0.2184
C 2.6022 -0.6897 -1.8515
C 3.4762 -0.9088 -2.8720
C 3.5199 -0.0690 -4.0062
C 2.6609 1.0016 -4.1134
C 1.7511 1.2413 -3.1117
C 1.6757 0.4470 -1.8892
O 0.9254 0.7487 -0.9616
N 0.8381 2.3627 -3.3347
O -0.2682 2.3200 -2.8113
O 1.1611 3.2137 -4.1644
N 4.4587 -0.3269 -5.0737
O 4.4460 0.4031 -6.0651
O 5.2280 -1.2766 -4.9587
H 4.1459 -1.7527 -2.7882
H 2.6838 1.6407 -4.9828
O -1.0342 -4.1271 1.9761
C -1.2256 -4.0108 0.7733
C -1.7045 -5.1948 -0.0427
C -2.8278 -4.7831 -0.9816
C -2.4811 -3.5836 -1.8356
O -3.1068 -3.3320 -2.8329
N -1.0890 -2.8573 0.0839
H -2.0297 -5.9534 0.6649
H -0.8625 -5.6007 -0.6078
H -3.7059 -4.4902 -0.3964
H -3.1413 -5.5866 -1.6485
C 1.2372 -2.9298 4.4573
C 0.2034 -2.1090 3.7212
C -1.1235 -1.8764 4.3874
O 0.4607 -1.6455 2.6339
H 0.7945 -3.8594 4.8204
H 1.5995 -2.3686 5.3248
H 2.0676 -3.1482 3.7892
H -1.5299 -2.8303 4.7325
H -1.8185 -1.3907 3.7037
H -0.9843 -1.2257 5.2566


Record 4
Here is a structure of composition C10H22AsLuN5OS4 at a distorted geometry from the OMol25 dataset. Energies are from ωB97M-V/def2-TZVPD.

## Properties
gap between HOMO and LUMO	6.22	eV
net charge	-1
HOMO	-0.1447	hartree
energy above the lowest of the compared OMol25 structures with the same formula, charge and spin	0.0	kcal/mol
spin multiplicity	1

Atoms and positions in Å:
Lu 0.0000 0.0000 0.0000
S 4.2182 -1.8505 -1.5310
As 3.5517 -1.0044 0.0070
S 1.3801 -2.1612 0.6875
S 2.3069 1.1064 -0.7086
S 5.0629 -0.7131 1.6917
C -0.5821 -2.7140 -4.9421
N -0.9263 -2.5238 -3.5486
C -2.3357 -2.2742 -3.2317
C -2.1971 -1.3740 -2.0002
O -3.1373 -0.9576 -1.3371
N -0.8588 -1.0952 -1.7798
C -0.2039 -1.7500 -2.6884
N 1.1334 -1.7184 -2.8355
H -1.2881 -3.4016 -5.4194
H 0.4169 -3.1496 -5.0446
H -0.6073 -1.7622 -5.4831
H -2.8506 -3.2017 -2.9709
H -2.8506 -1.7263 -4.0262
H 1.5800 -1.2616 -2.0460
H 1.5394 -2.6290 -3.0099
C -0.8777 -2.1401 5.9388
C -2.0579 -1.8082 5.0396
N -1.7584 -0.6745 4.1532
C -2.1032 0.6489 4.6840
C -0.8700 1.3949 5.1708
C -1.1899 -0.8486 2.8983
C -0.8424 -2.2421 2.4008
N -0.9286 0.0971 2.0597
H -1.0909 -3.0416 6.5221
H -0.6772 -1.3286 6.6441
H 0.0361 -2.3157 5.3638
H -2.9331 -1.5885 5.6629
H -2.3401 -2.6932 4.4598
H -2.8119 0.5643 5.5163
H -2.6226 1.2370 3.9184
H -0.3788 0.8607 5.9890
H -1.1524 2.3860 5.5398
H -0.1331 1.5290 4.3737
H -1.7578 -2.8280 2.2806
H -0.1728 -2.7420 3.1037
H -0.3407 -2.1902 1.4293
H -1.1944 1.0273 2.4020
H -1.0079 1.6556 -0.5325


Record 5
Here is a structure of composition C4H8N2 from the OMol25 dataset. Energies are from ωB97M-V/def2-TZVPD.

## Properties
gap between HOMO and LUMO	9.30	eV
net charge	0
HOMO	-0.3086	hartree
energy above the lowest of the compared OMol25 structures with the same formula, charge and spin	115.4	kcal/mol
spin multiplicity	1

Atoms and positions in Å:
C 1.9544 -0.1363 -0.0035
N 1.0573 -1.2416 0.2976
C 0.6896 -0.2937 -0.7618
C -0.2944 0.8248 -0.5782
C -1.7540 0.0173 0.1437
N -0.7452 0.8379 0.7947
H 2.8958 -0.4012 -0.4781
H 2.0062 0.6880 0.7070
H 0.5339 -0.9891 1.1371
H 0.7511 -0.6995 -1.7692
H -1.5276 0.2835 -1.0284
H -1.6522 -1.0500 0.3269
H -2.7677 0.4129 0.2068
H -1.1472 1.7470 1.0054